DFT (the ωB97M-V functional and the def2-TZVPD basis) results for an isolated molecule of C4H6N2O2 at a distorted geometry.

```
! RIJCOSX wB97M-V def2-TZVPD def2/J DEFGRID3
* xyz 0 1
O -2.514 0.672 -0.142
C -1.395 0.195 -0.115
C -0.509 -0.739 -0.949
N 0.227 -1.027 0.382
C 1.565 -0.589 0.022
N 1.908 0.579 -0.158
O 0.757 1.581 0.004
C -0.645 -0.125 1.096
H -0.976 -1.666 -1.533
H -0.280 0.038 -1.637
H 2.456 -1.247 0.061
H 1.003 2.387 -0.542
H -1.396 -0.686 1.763
H -0.200 0.625 1.748
*
```

What are the Mulliken partial charges on each atom? They are as follows, in elementary charge units:
1. O -0.603
2. C 0.466
3. C -0.498
4. N -0.278
5. C 0.073
6. N -0.298
7. O -0.404
8. C -0.286
9. H 0.289
10. H 0.311
11. H 0.370
12. H 0.312
13. H 0.240
14. H 0.308

***

DFT (the ωB97M-V functional and the def2-TZVPD basis) results for an isolated molecule of C4H6N2O3 at a distorted geometry.

```
! RIJCOSX wB97M-V def2-TZVPD def2/J DEFGRID3
* xyz 0 1
C -0.648 -1.625 -0.643
N 0.458 -0.957 -0.002
O 1.619 -0.794 -0.890
C 2.364 0.145 -0.124
O 1.367 1.023 0.333
C 0.240 0.354 0.341
N -0.736 0.923 0.874
C -2.108 0.753 0.718
O -2.713 0.608 -0.341
H -1.277 -1.009 -1.375
H -0.098 -2.495 -1.169
H -1.276 -1.963 0.335
H 3.141 0.539 -0.738
H 2.869 -0.307 0.727
H -2.689 1.018 1.550
*
```

What are the Mulliken partial charges on each atom? They are as follows, in elementary charge units:
1. C -0.764
2. N 0.021
3. O -0.331
4. C -0.044
5. O -0.351
6. C 0.610
7. N -0.434
8. C -0.028
9. O -0.513
10. H 0.294
11. H 0.332
12. H 0.299
13. H 0.242
14. H 0.238
15. H 0.428

***

DFT (the ωB97M-V functional and the def2-TZVPD basis) results for a structure of composition C4H6N2O3 at a distorted geometry.

```
! RIJCOSX wB97M-V def2-TZVPD def2/J DEFGRID3
* xyz 0 1
C -1.792 -1.166 1.025
C -0.034 0.102 -0.005
C -0.533 1.408 0.007
C 1.548 1.488 -0.919
H -2.598 -0.605 0.597
H -1.898 -2.213 1.099
H -1.684 -0.741 2.036
H -0.015 -1.767 0.585
H -1.498 1.812 0.342
H 2.908 -0.526 -1.457
N -0.670 -1.132 0.142
N 1.157 0.188 -0.692
O 0.505 2.216 -0.475
O 2.508 1.856 -1.640
O 2.096 -0.922 -0.646
*
```

What are the Mulliken partial charges on each atom? They are as follows, in elementary charge units:
1. C -0.972
2. C 0.232
3. C -0.352
4. C 0.509
5. H 0.322
6. H 0.384
7. H 0.321
8. H 0.292
9. H 0.354
10. H 0.423
11. N -0.291
12. N 0.269
13. O -0.337
14. O -0.648
15. O -0.506

***

Number 1: Kohn-Sham gap 10.046 eV, LUMO 0.6 eV, HOMO level -9.4 eV. Number 2: Kohn-Sham gap 10.372 eV, LUMO 0.7 eV, HOMO level -9.7 eV. Number 3: Kohn-Sham gap 8.650 eV, LUMO 0.4 eV, HOMO level -8.3 eV.